[1]
{
  "formula": "C15H21AsCuN5OS2",
  "method": "ωB97M-V/def2-TZVPD",
  "total_charge": 1,
  "lumo_ev": [-3.0, -3.0],
  "e_above_lowest_kcal_mol": 0.0,
  "homo_energy_ev": [-10.6, -10.5],
  "s_squared": 0.754,
  "gap_ev": [7.56, 7.45],
  "multiplicity": 2,
  "species": ["Cu", "N", "C", "S", "N", "N", "C", "C", "C", "C", "C", "C", "N", "H", "H", "H", "H", "H", "H", "H", "S", "C", "N", "C", "C", "C", "C", "H", "H", "H", "H", "H", "C", "As", "C", "C", "O", "H", "H", "H", "H", "H", "H", "H", "H", "H"],
  "positions_angstrom": [[-0.1987, -0.4527, -0.2031], [1.2474, -3.7108, 2.2459], [0.6052, -2.7024, 1.6020], [0.7085, -2.6551, -0.1315], [-0.0359, -1.8598, 2.3904], [-0.6466, -0.8819, 1.6598], [-1.5225, -0.1462, 2.2225], [-2.1497, 0.8892, 1.3838], [-3.1808, 1.6932, 1.8301], [-3.7377, 2.6076, 0.9468], [-3.2451, 2.6926, -0.3434], [-2.2031, 1.8557, -0.7113], [-1.6711, 0.9787, 0.1305], [1.5571, -4.4957, 1.6995], [0.9807, -3.8822, 3.2021], [-1.7984, -0.2957, 3.2608], [-3.5407, 1.5985, 2.8456], [-4.5533, 3.2434, 1.2644], [-3.6551, 3.3918, -1.0575], [-1.7721, 1.8742, -1.7035], [1.9279, 0.9001, 0.7148], [3.0474, -0.2913, 1.1762], [3.0053, -0.7643, 2.4492], [3.8356, -1.6992, 2.9665], [4.8116, -2.2410, 2.1930], [4.9132, -1.7995, 0.8607], [4.0569, -0.8546, 0.3653], [2.2629, -0.3841, 3.0244], [3.6680, -1.9656, 3.9993], [5.4796, -2.9835, 2.6007], [5.6818, -2.2137, 0.2209], [4.1371, -0.4996, -0.6520], [1.9842, -1.8649, -3.2388], [1.0904, -0.1823, -3.2182], [0.2687, 0.0209, -4.9263], [2.3691, 1.2141, -2.9998], [-0.1374, -0.0864, -2.0778], [2.7221, -1.8380, -4.0398], [1.2447, -2.6382, -3.4398], [2.4607, -2.0617, -2.2799], [1.0038, -0.1111, -5.7185], [-0.1692, 1.0147, -4.9895], [-0.5147, -0.7289, -5.0162], [3.2912, 0.9484, -3.5144], [2.5431, 1.3583, -1.9337], [1.9551, 2.1226, -3.4334]],
  "forces_ev_per_angstrom": [[0.251, -0.428, 0.012], [-0.002, 0.038, -0.167], [0.005, -0.179, 0.228], [-0.111, 0.335, 0.187], [0.002, 0.146, -0.532], [-0.104, -0.155, 0.483], [-0.073, 0.192, -0.167], [0.101, -0.160, 0.112], [-0.048, 0.079, 0.024], [-0.038, 0.011, 0.043], [0.012, 0.013, 0.011], [0.085, -0.008, -0.028], [0.027, -0.130, 0.087], [0.010, 0.013, 0.012], [-0.027, -0.017, 0.011], [-0.015, 0.038, 0.002], [-0.008, 0.002, -0.013], [0.012, 0.003, 0.006], [0.001, -0.005, 0.000], [-0.003, -0.036, -0.008], [0.091, 0.124, -0.118], [-0.079, -0.080, 0.055], [-0.022, 0.003, 0.085], [-0.068, 0.064, -0.028], [0.037, -0.009, -0.046], [0.017, -0.026, 0.005], [-0.014, 0.083, -0.038], [-0.010, -0.043, 0.004], [-0.018, 0.005, -0.004], [0.008, 0.003, -0.012], [0.000, 0.007, -0.003], [0.011, -0.019, 0.010], [0.033, -0.100, 0.033], [-0.244, 0.036, 0.202], [-0.070, -0.003, -0.047], [0.047, 0.097, 0.004], [0.085, 0.119, -0.366], [0.029, -0.064, 0.010], [0.030, -0.039, 0.013], [-0.004, 0.036, -0.018], [0.005, 0.010, -0.001], [-0.011, 0.000, -0.015], [-0.005, 0.002, -0.030], [0.020, 0.030, -0.010], [0.019, -0.023, -0.012], [0.037, 0.037, 0.026]]
}

***

[2]
{
  "formula": "C15H21BF10I2O8S",
  "method": "ωB97M-V/def2-TZVPD",
  "lumo_ev": -1.4,
  "e_above_lowest_kcal_mol": 0.0,
  "homo_energy_ev": -10.1,
  "gap_ev": 8.74,
  "species": ["C", "C", "I", "C", "I", "B", "S", "O", "O", "F", "H", "H", "H", "H", "H", "H", "C", "C", "O", "C", "O", "C", "F", "F", "F", "H", "H", "H", "H", "H", "C", "C", "O", "C", "O", "C", "F", "F", "F", "H", "H", "H", "H", "H", "C", "C", "O", "C", "O", "C", "F", "F", "F", "H", "H", "H", "H", "H"],
  "positions_angstrom": [[-4.1238, 4.4380, -3.2163], [-3.5223, 3.2426, -2.4846], [-3.3878, 1.4505, -3.6817], [-4.2185, 2.7247, -1.2358], [-6.3694, 2.8060, -1.3018], [-3.8210, 1.2042, -1.1104], [-2.0909, 0.7689, -0.4468], [-1.7401, -0.5728, -0.7979], [-1.1750, 1.8442, -0.6931], [-2.3118, 0.7625, 1.1278], [-3.3231, 5.0586, -3.6229], [-4.7625, 4.1358, -4.0441], [-4.7075, 5.0471, -2.5253], [-2.4846, 3.4314, -2.2131], [-3.9429, 3.3476, -0.3811], [-4.5518, 0.2841, -1.1876], [2.7421, -0.2765, -3.3112], [1.2570, -0.3614, -3.5717], [0.9470, -0.0526, -4.9529], [1.1317, -1.0248, -5.8265], [1.5156, -2.1353, -5.6168], [0.7154, -0.5373, -7.2344], [1.2240, 0.6660, -7.5093], [-0.6213, -0.4460, -7.3017], [1.1221, -1.3885, -8.1653], [3.1225, 0.7046, -3.5971], [2.9427, -0.4280, -2.2514], [3.2853, -1.0349, -3.8734], [0.7110, 0.3848, -2.9981], [0.8536, -1.3445, -3.3313], [1.3663, -1.7906, 0.7143], [2.0140, -0.5804, 1.3427], [3.2036, -0.9301, 2.0864], [4.3101, -1.0897, 1.3873], [4.4543, -0.9609, 0.2086], [5.4793, -1.4374, 2.3395], [5.1379, -2.3902, 3.2082], [5.8317, -0.3473, 3.0347], [6.5335, -1.8527, 1.6510], [1.1640, -2.5454, 1.4753], [0.4180, -1.4988, 0.2624], [1.9964, -2.2398, -0.0527], [1.3609, -0.1379, 2.0923], [2.2647, 0.1836, 0.6070], [-1.1228, 0.2183, 3.9283], [-0.1213, 0.1432, 5.0588], [-0.5997, -0.7039, 6.1284], [-0.4626, -2.0047, 5.9320], [0.0166, -2.5487, 4.9835], [-0.9912, -2.7763, 7.1638], [-2.1823, -2.3154, 7.5528], [-0.1370, -2.6365, 8.1847], [-1.1093, -4.0676, 6.8885], [-2.0862, 0.5714, 4.2965], [-0.7631, 0.9154, 3.1726], [-1.2642, -0.7562, 3.4627], [0.0288, 1.1140, 5.5249], [0.8441, -0.2342, 4.7212]],
  "forces_ev_per_angstrom": [[0.345, -0.079, -0.151], [-0.208, 0.591, 0.164], [0.217, -0.243, 0.041], [-0.161, 0.117, 0.378], [0.059, 0.096, -0.066], [-0.079, -0.269, -0.423], [0.229, -0.148, -0.741], [0.067, 0.256, 0.244], [0.044, -0.078, 0.184], [-0.205, 0.046, -0.084], [-0.044, -0.064, -0.038], [-0.147, 0.036, 0.138], [0.003, -0.049, 0.012], [-0.005, -0.119, -0.034], [-0.038, -0.061, -0.042], [-0.021, -0.054, 0.339], [0.063, 0.017, -0.144], [-0.014, -0.020, 0.304], [-0.048, 0.074, -0.043], [-0.080, 0.079, -0.037], [0.053, -0.107, 0.013], [0.041, -0.032, 0.052], [0.041, 0.076, -0.009], [-0.092, 0.010, 0.011], [0.020, -0.060, -0.040], [-0.011, 0.013, 0.039], [0.009, -0.018, 0.056], [-0.022, -0.025, 0.028], [-0.032, 0.026, -0.060], [0.029, -0.024, -0.071], [0.025, -0.151, 0.079], [-0.255, 0.137, -0.060], [0.026, -0.036, 0.093], [0.057, 0.001, 0.102], [-0.010, 0.001, -0.160], [-0.034, 0.004, -0.047], [-0.036, -0.057, 0.037], [0.003, 0.070, 0.036], [0.055, -0.014, -0.058], [-0.029, 0.024, 0.011], [0.004, 0.004, -0.034], [0.034, 0.078, -0.024], [0.014, -0.007, 0.008], [0.077, -0.042, -0.012], [-0.004, -0.070, 0.119], [0.109, 0.132, -0.135], [-0.017, -0.026, 0.037], [-0.034, 0.036, 0.118], [0.034, -0.072, -0.104], [0.021, 0.026, -0.055], [-0.077, 0.034, 0.010], [0.055, 0.020, 0.056], [0.007, -0.075, -0.030], [0.010, 0.039, -0.029], [-0.016, 0.023, -0.010], [0.035, 0.013, -0.028], [-0.043, -0.028, 0.056], [-0.022, -0.050, 0.006]]
}

***

[3]
{
  "formula": "C15H21BN8SiV",
  "method": "ωB97M-V/def2-TZVPD",
  "total_charge": 1,
  "lumo_ev": [-3.9, -2.7],
  "homo_energy_ev": [-12.2, -11.4],
  "s_squared": 2.199,
  "gap_ev": [8.29, 8.68],
  "multiplicity": 3,
  "species": ["V", "C", "C", "N", "N", "C", "B", "N", "C", "C", "C", "N", "N", "C", "C", "C", "N", "N", "C", "C", "C", "N", "H", "H", "H", "H", "H", "H", "H", "H", "H", "H", "H", "H", "C", "Si", "C", "C", "H", "H", "H", "H", "H", "H", "H", "H", "H"],
  "positions_angstrom": [[-0.0238, 0.0006, 1.1815], [-1.7505, 3.2924, -0.8474], [-1.4939, 2.6938, 0.3735], [-0.8783, 1.5222, 0.2009], [-0.7287, 1.3457, -1.1580], [-1.2499, 2.4055, -1.7836], [0.0090, 0.0787, -1.7418], [1.5028, 0.1313, -1.2103], [2.6972, 0.2970, -1.7934], [3.6915, 0.2955, -0.8354], [3.0150, 0.1303, 0.3626], [1.7040, 0.0402, 0.1459], [-0.6844, -1.2314, -1.1830], [-1.2114, -2.2396, -1.8866], [-1.7233, -3.1863, -1.0181], [-1.4713, -2.6749, 0.2445], [-0.8466, -1.4994, 0.1533], [-0.0948, 0.0216, -3.2346], [0.7425, -0.4339, -4.2081], [0.0546, -0.4441, -5.3894], [-1.2326, 0.0141, -5.0459], [-1.3255, 0.2877, -3.7615], [-2.2390, 4.2316, -1.0332], [-1.7174, 3.0353, 1.3720], [-1.2522, 2.4467, -2.8586], [2.7880, 0.4416, -2.8551], [4.7491, 0.4072, -0.9920], [3.3948, 0.0820, 1.3710], [-1.2021, -2.2085, -2.9637], [-2.2143, -4.1082, -1.2716], [-1.7047, -3.0824, 1.2154], [1.7397, -0.7816, -4.0055], [0.4249, -0.7519, -6.3515], [-2.0885, 0.1549, -5.6867], [1.2686, -1.3389, 4.2562], [0.0382, -0.0458, 3.6887], [0.5484, 1.6469, 4.3082], [-1.6762, -0.4704, 4.3124], [1.2793, -1.3771, 5.3491], [2.2868, -1.1156, 3.9305], [1.0173, -2.3399, 3.8994], [0.5851, 1.6399, 5.4013], [-0.1568, 2.4268, 4.0131], [1.5380, 1.9416, 3.9525], [-1.6750, -0.4764, 5.4061], [-2.0047, -1.4585, 3.9835], [-2.4289, 0.2535, 3.9931]],
  "forces_ev_per_angstrom": [[-0.016, -0.022, 0.389], [0.020, -0.011, -0.052], [0.013, -0.067, 0.251], [0.026, -0.001, -0.645], [0.023, -0.147, 0.285], [0.009, 0.051, -0.174], [0.066, -0.037, 0.163], [-0.191, -0.101, 0.402], [0.027, 0.141, -0.254], [-0.030, 0.000, -0.026], [-0.029, 0.037, 0.194], [-0.001, -0.070, -0.526], [0.100, 0.116, 0.431], [-0.002, 0.032, -0.192], [0.006, 0.018, -0.068], [0.015, 0.045, 0.217], [-0.004, -0.036, -0.523], [-0.021, 0.297, -0.116], [-0.010, -0.210, 0.004], [0.011, -0.062, 0.030], [-0.011, 0.034, -0.085], [0.080, -0.056, 0.007], [0.007, 0.000, 0.002], [-0.017, 0.031, -0.022], [-0.017, 0.038, 0.033], [-0.016, 0.015, 0.033], [-0.002, -0.005, 0.005], [0.032, -0.004, -0.020], [-0.018, -0.054, 0.009], [0.001, 0.001, 0.004], [-0.012, -0.029, -0.025], [-0.022, 0.021, 0.022], [-0.026, 0.019, -0.008], [-0.003, 0.010, 0.011], [0.100, -0.111, -0.041], [0.010, 0.010, 0.331], [0.049, 0.137, -0.035], [-0.144, -0.030, -0.038], [-0.015, 0.016, -0.001], [-0.009, 0.011, 0.006], [-0.011, 0.009, 0.003], [-0.006, -0.019, -0.002], [-0.006, -0.014, 0.005], [-0.003, -0.013, 0.005], [0.019, 0.005, -0.001], [0.014, 0.001, 0.006], [0.014, 0.005, 0.004]]
}

***

[4]
{
  "formula": "C15H21Cl3IN2O2",
  "method": "ωB97M-V/def2-TZVPD",
  "total_charge": -1,
  "lumo_ev": 2.3,
  "homo_energy_ev": -4.5,
  "gap_ev": 6.77,
  "species": ["C", "C", "C", "Cl", "N", "I", "C", "C", "N", "C", "O", "O", "C", "Cl", "C", "C", "Cl", "H", "H", "H", "H", "H", "H", "H", "H", "H", "H", "H", "H", "H", "H", "H", "C", "C", "C", "C", "C", "C", "H", "H", "H", "H", "H", "H"],
  "positions_angstrom": [[-2.7182, -1.3140, 5.2359], [-1.5816, -0.4931, 4.4668], [-2.0613, 0.1601, 3.0361], [-3.9079, -0.0473, 2.9830], [-1.3122, -0.5749, 1.9836], [-2.5296, -2.2300, 1.5610], [-0.9929, 0.2034, 0.7567], [-0.1770, -0.8159, -0.2219], [0.7527, -1.7256, 0.5248], [-2.3855, 0.6062, 0.0034], [-3.0159, 1.6567, 0.4086], [-2.9050, -0.0675, -1.0651], [-0.2313, 1.5918, 0.9561], [-0.0801, 2.4491, -0.6924], [1.2102, 1.5726, 1.6285], [2.4189, 1.0143, 0.7367], [1.3160, 0.7473, 3.2709], [-3.5387, -0.6538, 5.7046], [-2.1970, -1.8075, 6.1462], [-3.1548, -2.1922, 4.6412], [-1.2256, 0.3432, 5.1699], [-0.7030, -1.2004, 4.2706], [-1.8541, 1.2688, 3.1324], [0.4818, -0.2495, -0.9750], [-0.8593, -1.4813, -0.8383], [1.1038, -1.3035, 1.3899], [0.3475, -2.6550, 0.6727], [-0.8689, 2.3325, 1.5679], [1.4740, 2.6769, 1.8401], [3.2932, 1.7664, 0.8124], [2.8337, 0.0331, 1.1564], [2.1981, 0.9023, -0.3710], [0.4457, -0.0240, -4.4775], [0.6851, -0.5519, -5.7424], [1.9776, -0.5666, -6.2584], [3.0329, -0.0619, -5.5045], [2.7939, 0.4626, -4.2379], [1.5001, 0.4856, -3.7262], [-0.5626, -0.0095, -4.0762], [-0.1368, -0.9517, -6.3273], [2.1628, -0.9723, -7.2475], [4.0415, -0.0777, -5.9045], [3.6171, 0.8548, -3.6492], [1.3129, 0.8993, -2.7411]],
  "forces_ev_per_angstrom": [[0.649, -0.521, 1.360], [-0.735, -0.274, 0.210], [0.785, -0.645, 2.353], [0.507, 1.698, 0.140], [-1.191, 1.424, 0.409], [1.231, -0.902, -0.621], [-1.038, -0.581, -3.023], [0.938, -0.080, 0.061], [-0.144, 0.327, -0.556], [-4.257, 1.175, -3.788], [2.541, -2.335, 0.316], [3.334, 1.336, 4.278], [-0.296, 0.041, 1.504], [0.106, -0.675, 1.331], [1.187, 1.299, -1.338], [1.074, 0.168, 0.313], [-0.383, 0.538, -0.817], [1.207, -1.026, -1.104], [-0.679, 0.722, -1.305], [0.551, 1.606, 0.714], [-0.455, -1.156, -1.132], [-1.240, 1.134, 0.125], [-0.340, -1.429, -0.867], [-1.341, -0.492, 1.142], [0.465, 1.267, 0.921], [-0.501, -0.563, -0.376], [0.127, 0.847, 0.313], [0.766, -1.429, -1.147], [-0.626, -1.820, -0.190], [-1.383, -1.115, -0.078], [-0.823, 1.343, -0.756], [-0.006, 0.097, 1.563], [-0.029, -0.002, -0.012], [0.109, 0.054, 0.041], [-0.001, 0.030, 0.093], [-0.080, -0.002, 0.009], [-0.076, -0.031, -0.068], [0.075, -0.033, -0.069], [0.089, 0.001, 0.036], [0.056, 0.039, 0.054], [-0.006, 0.014, 0.065], [-0.065, 0.001, 0.025], [-0.067, -0.029, -0.039], [-0.036, -0.021, -0.089]]
}

***

What E_tot values result from the calculations? In sequence: -5605.677912, -3203.222333, -2280.486116, -2522.381473 a.u..
What molecular weight values result from the calculations? In sequence: 490.0, 816.0, 403.2, 494.6 g mol⁻¹.